# 1
DFT (the ωB97M-V functional and the def2-TZVPD basis) results for 16 unconnected molecules or ions with the total composition C60H130Br2Cl2N16O8.

```
! wB97M-V def2-TZVPD RIJCOSX def2/J DEFGRID3
* xyz 6 1
C -17.03 -26.18 -5.94
C -17.19 -24.64 -5.79
N -18.60 -24.27 -5.42
C -19.19 -23.09 -5.82
C -20.39 -23.02 -5.21
N -20.50 -24.20 -4.48
C -19.42 -24.91 -4.59
C -21.63 -24.59 -3.67
H -17.30 -26.68 -4.98
H -16.06 -26.58 -6.21
H -17.86 -26.47 -6.57
H -16.93 -24.21 -6.78
H -16.54 -24.17 -5.05
H -18.67 -22.33 -6.33
H -21.06 -22.20 -5.19
H -19.06 -25.79 -4.09
H -21.59 -25.65 -3.40
H -22.53 -24.35 -4.17
H -21.65 -24.01 -2.76
C -16.07 -28.74 -15.41
C -15.71 -28.80 -13.97
N -15.81 -30.11 -13.42
C -17.08 -30.69 -13.27
C -16.83 -31.92 -12.69
N -15.44 -31.95 -12.43
C -14.89 -30.89 -12.90
C -14.76 -33.06 -11.83
H -17.03 -29.23 -15.61
H -15.42 -29.35 -16.05
H -16.05 -27.72 -15.72
H -16.30 -28.07 -13.47
H -14.66 -28.48 -13.89
H -17.99 -30.20 -13.58
H -17.35 -32.77 -12.30
H -13.87 -30.62 -12.91
H -15.39 -33.32 -10.93
H -13.74 -32.75 -11.53
H -14.79 -33.91 -12.54
C -5.35 -30.06 -7.59
C -6.47 -29.22 -6.96
N -7.70 -29.16 -7.85
C -7.76 -28.88 -9.25
C -9.05 -28.68 -9.56
N -9.76 -28.73 -8.37
C -8.92 -28.93 -7.37
C -11.26 -28.57 -8.31
H -4.56 -29.96 -6.87
H -5.02 -29.59 -8.48
H -5.58 -31.11 -7.66
H -6.15 -28.18 -6.73
H -6.87 -29.67 -6.06
H -6.87 -28.96 -9.80
H -9.60 -28.48 -10.44
H -9.19 -29.02 -6.37
H -11.73 -29.05 -7.47
H -11.62 -29.06 -9.24
H -11.54 -27.51 -8.37
C -11.82 -15.04 -6.60
C -10.85 -15.45 -7.76
N -10.84 -16.89 -7.96
C -10.28 -17.90 -7.16
C -10.57 -19.06 -7.73
N -11.27 -18.81 -8.88
C -11.40 -17.50 -8.99
C -11.66 -19.84 -9.78
H -12.84 -15.28 -6.78
H -11.76 -13.91 -6.49
H -11.55 -15.49 -5.65
H -9.88 -15.05 -7.45
H -11.29 -14.93 -8.66
H -9.79 -17.62 -6.23
H -10.37 -20.09 -7.32
H -12.04 -16.97 -9.70
H -12.49 -20.55 -9.42
H -10.81 -20.51 -9.96
H -12.07 -19.44 -10.73
C -18.33 -21.49 -17.92
C -16.94 -21.26 -18.38
N -16.32 -20.13 -17.58
C -15.87 -20.21 -16.25
C -15.57 -18.91 -15.81
N -15.84 -18.10 -16.92
C -16.24 -18.84 -17.90
C -15.65 -16.67 -16.96
H -18.44 -22.02 -16.99
H -18.88 -22.08 -18.63
H -18.89 -20.50 -17.84
H -16.92 -20.89 -19.43
H -16.27 -22.12 -18.19
H -15.69 -21.12 -15.73
H -15.15 -18.55 -14.90
H -16.51 -18.34 -18.85
H -16.08 -16.20 -16.12
H -16.07 -16.19 -17.84
H -14.57 -16.51 -16.90
C -8.81 -23.12 -11.62
C -7.77 -24.14 -11.19
N -6.67 -23.43 -10.52
C -6.59 -23.14 -9.20
C -5.36 -22.60 -8.95
N -4.71 -22.55 -10.15
C -5.53 -23.07 -11.10
C -3.31 -22.23 -10.30
H -9.77 -23.53 -12.02
H -8.41 -22.41 -12.36
H -9.13 -22.67 -10.66
H -7.22 -24.75 -11.93
H -8.33 -24.75 -10.46
H -7.33 -23.39 -8.44
H -4.89 -22.27 -8.02
H -5.23 -23.36 -12.06
H -3.06 -22.13 -11.35
H -2.73 -23.04 -9.87
H -3.06 -21.36 -9.69
C -9.79 -26.62 -14.99
O -10.42 -25.85 -13.99
C -11.71 -26.27 -13.82
C -12.32 -25.77 -12.57
N -12.77 -24.29 -12.70
H -12.10 -23.71 -13.27
H -13.59 -24.29 -13.41
C -13.25 -23.63 -11.42
C -14.05 -24.50 -10.49
O -15.18 -25.10 -11.02
C -16.13 -24.27 -11.66
H -8.75 -26.34 -15.06
H -10.22 -26.39 -16.02
H -9.82 -27.71 -14.81
H -11.86 -27.36 -13.91
H -12.33 -25.94 -14.64
H -11.73 -25.72 -11.68
H -13.22 -26.36 -12.30
H -13.89 -22.80 -11.74
H -12.34 -23.28 -10.94
H -14.38 -23.94 -9.62
H -13.44 -25.32 -10.15
H -15.66 -23.67 -12.46
H -16.61 -23.66 -10.87
H -16.96 -24.80 -12.12
C -13.47 -35.03 -14.34
O -12.17 -34.49 -13.98
C -11.75 -33.30 -14.57
C -10.40 -32.85 -13.99
N -10.51 -32.63 -12.54
H -10.88 -31.73 -12.24
H -11.35 -33.19 -12.24
C -9.29 -33.05 -11.69
C -9.53 -34.09 -10.66
O -10.59 -33.61 -9.85
C -10.76 -34.43 -8.66
H -13.78 -35.77 -13.59
H -13.36 -35.54 -15.30
H -14.19 -34.23 -14.45
H -12.58 -32.58 -14.47
H -11.66 -33.48 -15.68
H -9.98 -31.94 -14.46
H -9.74 -33.71 -14.09
H -8.93 -32.14 -11.18
H -8.49 -33.34 -12.38
H -8.55 -34.20 -10.14
H -9.83 -35.11 -11.04
H -9.85 -34.72 -8.21
H -11.28 -35.39 -8.89
H -11.29 -33.82 -7.94
C -2.03 -30.81 -19.83
O -1.93 -29.72 -21.01
C -1.54 -29.99 -22.21
C -1.74 -28.73 -23.13
N -2.62 -29.19 -24.34
H -2.79 -28.45 -25.04
H -1.96 -29.84 -24.85
C -3.94 -29.89 -24.06
C -5.08 -28.89 -23.61
O -4.73 -28.13 -22.59
C -5.80 -27.32 -22.07
H -1.24 -30.78 -19.18
H -1.88 -31.75 -20.24
H -2.88 -30.66 -19.14
H -1.34 -31.05 -22.65
H 2.31 -29.16 -21.94
H -0.79 -28.32 -23.63
H -2.21 -28.03 -22.46
H -3.72 -30.61 -23.22
H -4.07 -30.55 -24.90
H -7.97 -31.00 -16.89
H -6.03 -29.25 -24.03
H -6.04 -27.62 -21.08
H -6.55 -27.54 -22.66
H -5.45 -26.33 -21.90
C -12.78 -23.87 -19.38
O -11.92 -23.11 -18.56
C -11.83 -23.57 -17.19
C -10.47 -23.33 -16.59
N -10.27 -21.90 -16.31
H -10.34 -21.40 -17.21
H -11.01 -21.51 -15.64
C -8.91 -21.59 -15.61
C -8.44 -20.28 -16.29
O -8.28 -20.55 -17.70
C -7.92 -19.38 -18.39
H -12.70 -23.33 -20.33
H -13.83 -23.80 -19.05
H -12.54 -24.95 -19.49
H -12.05 -24.64 -17.21
H -12.57 -23.10 -16.56
H -9.68 -23.61 -17.27
H -10.37 -23.81 -15.63
H -8.14 -22.33 -15.87
H -9.12 -21.56 -14.56
H -7.53 -19.94 -15.81
H -9.13 -19.38 -16.23
H -6.96 -18.96 -18.03
H -8.71 -18.59 -18.50
H -7.80 -19.81 -19.43
Cl -11.72 -29.98 -11.77
Cl -14.59 -23.66 -14.84
Br -11.66 -21.08 -13.54
Br -10.52 -24.99 -9.30
*
```

Results
* Kohn-Sham gap: 1.67 eV
* LUMO: -11.8 eV

---

# 2
DFT (the ωB97M-V functional and the def2-TZVPD basis) results for a molecular structure, C15H19N3O6ReS2.

```
! wB97M-V def2-TZVPD RIJCOSX def2/J DEFGRID3
* xyz 4 2
Re -0.41 -0.71 0.49
O -3.44 0.56 3.07
C -2.40 0.17 2.45
O -2.34 -0.09 1.23
C -1.14 0.05 3.25
C -0.99 0.27 4.62
C 0.28 0.19 5.17
C 1.37 -0.10 4.35
C 1.15 -0.34 2.99
N -0.10 -0.29 2.47
C 2.15 -0.68 1.93
O 3.41 -0.72 2.11
O 1.69 -0.95 0.80
H -4.28 0.68 2.56
H -1.86 0.51 5.23
H 0.44 0.35 6.23
H 2.36 -0.14 4.78
H 3.80 -0.52 2.99
O -0.46 1.22 -0.76
C -0.58 0.51 -1.79
O -0.64 -0.74 -1.63
C -0.66 1.16 -3.16
N -0.47 2.64 -3.02
C -1.45 3.30 -3.93
C -2.65 2.38 -3.88
C -2.04 0.98 -3.84
H 0.13 0.73 -3.79
H 0.49 2.95 -3.21
H -0.67 2.88 -2.03
H -1.03 3.34 -4.94
H -1.65 4.33 -3.61
H -3.30 2.51 -4.75
H -3.27 2.59 -3.01
H -1.91 0.60 -4.86
H -2.67 0.27 -3.31
S -1.10 -3.00 0.87
C -0.24 -4.29 0.11
N -0.70 -5.52 0.21
C 0.05 -6.59 -0.38
C 1.30 -5.99 -1.03
S 1.25 -4.20 -0.78
H -1.58 -5.74 0.68
H -0.58 -7.13 -1.11
H 0.31 -7.33 0.40
H 1.36 -6.19 -2.10
H 2.22 -6.37 -0.59
*
```

Results
* Kohn-Sham gap (spin up / spin down): 5.01 / 5.71 eV
* LUMO (spin up / spin down): -15.7 / -15.0 eV